1.
{
  "formula": "C9H21ClIO5P2Tl",
  "method": "ωB97M-V with the def2-TZVPD basis set",
  "species": ["C", "C", "H", "H", "H", "O", "I", "Tl", "P", "C", "C", "H", "H", "H", "C", "H", "H", "H", "H", "H", "H", "C", "O", "Cl", "C", "O", "P", "O", "C", "O", "C", "H", "H", "H", "H", "H", "H", "H", "H", "H"],
  "positions_angstrom": [[-4.328939, 2.505271, -5.745082], [-4.075334, 1.422594, -4.715392], [-5.167391, 2.204790, -6.388305], [-3.435263, 2.647284, -6.364130], [-4.582343, 3.446457, -5.242816], [-4.650340, 0.398774, -4.567359], [-2.439015, 1.927143, -3.420592], [-0.555095, -0.349916, 0.292301], [1.236392, -1.414171, -1.239478], [1.410897, -3.186663, -1.080744], [0.694764, -1.025035, -2.908270], [2.751863, 0.449003, -1.074233], [3.475815, -1.046885, -1.777022], [3.234390, -0.904778, 0.001447], [2.836295, -0.641423, -0.986966], [0.562107, 0.057116, -3.026818], [1.487238, -1.400671, -3.561446], [2.140359, -3.464154, -1.844970], [0.447504, -3.675732, -1.264319], [-0.255652, -1.529734, -3.122919], [1.778395, -3.438960, -0.079460], [-0.821905, -2.142070, 1.163464], [-1.012125, -3.164427, 1.675165], [0.131377, 1.861231, -0.709591], [2.307944, -0.443068, 4.434582], [1.234189, 0.499833, 4.261456], [0.619050, 0.356623, 2.734404], [-0.953267, 0.703148, 3.151533], [-1.538765, -0.426006, 3.956190], [1.431818, 1.565452, 2.000672], [0.946436, 2.869626, 2.337810], [3.074817, -0.311307, 3.651520], [1.875659, -1.453433, 4.354322], [2.694803, -0.245009, 5.425106], [-2.065903, -1.120043, 3.274476], [-0.758752, -1.021635, 4.486596], [-2.230670, -0.012867, 4.701354], [-0.093697, 2.917906, 1.985117], [1.012220, 3.004350, 3.431650], [1.580105, 3.581404, 1.800740]],
  "atomic_forces_ev_per_a": [[-0.28, -0.25, -0.09], [-1.16, -0.42, -0.90], [0.24, -0.01, 0.26], [-0.12, 0.03, 0.26], [0.20, -0.20, -0.06], [0.47, 0.67, -0.01], [0.68, 0.06, 0.63], [2.68, 4.64, -2.72], [-0.29, 0.58, -0.25], [-0.07, 0.01, 0.11], [-0.01, -0.16, 0.00], [0.04, -0.30, -0.03], [0.18, 0.17, 0.13], [0.00, 0.07, -0.29], [0.03, 0.01, 0.21], [0.09, -0.25, -0.01], [-0.20, 0.12, -0.26], [-0.03, -0.39, 0.12], [0.27, -0.05, -0.07], [0.25, 0.09, -0.07], [0.05, -0.10, -0.26], [-3.26, -7.77, 4.74], [1.42, 4.31, -2.50], [-1.20, -1.15, 0.65], [0.23, -0.40, -0.06], [-0.82, -0.91, -2.12], [0.65, 1.79, 2.14], [0.74, -0.76, -0.41], [0.44, -0.23, -0.22], [-1.60, -2.07, 0.44], [-0.19, 1.03, 0.36], [-0.10, 0.01, 0.49], [0.46, 0.15, 0.30], [0.28, -0.21, 0.01], [0.01, 0.55, 0.32], [-0.42, 0.70, -0.32], [0.31, 0.08, -0.47], [0.35, 0.46, 0.24], [-0.06, 0.18, -0.55], [-0.24, -0.10, 0.25]],
  "de_lowest_kcal_mol": 66.6,
  "orbital_gap_ha": 0.1552,
  "total_charge": 2,
  "e_homo_ev": -14.24,
  "multiplicity": 1,
  "max_force_ev_per_a": 9.67,
  "energy_ev": -63786.5166
}

2.
{
  "formula": "C9H21F5GaIO3P2Te",
  "method": "ωB97M-V with the def2-TZVPD basis set",
  "species": ["C", "C", "H", "H", "H", "O", "I", "Ga", "P", "C", "C", "H", "H", "H", "H", "H", "H", "C", "H", "H", "H", "P", "C", "C", "H", "H", "H", "C", "H", "H", "H", "H", "H", "H", "C", "O", "F", "Te", "F", "F", "F", "F", "O"],
  "positions_angstrom": [[0.052701, -2.714740, -4.640853], [-0.116251, -2.197633, -3.243494], [-0.071102, -1.893729, -5.359549], [-0.729299, -3.452889, -4.850273], [1.045615, -3.155302, -4.760332], [-0.458054, -1.054399, -2.970073], [0.265967, -3.468350, -1.631068], [0.446794, 1.138379, 0.438082], [2.569909, 0.353145, 0.315273], [3.731515, 1.613921, 0.981317], [2.864376, -1.087031, 1.411765], [3.953630, -1.191658, 1.554626], [4.427136, -0.147449, -1.153304], [2.458241, -1.998053, 0.942385], [2.941544, -1.078989, -1.601912], [3.203763, 2.225998, 1.722370], [2.389080, -0.900611, 2.386944], [3.334372, -0.103338, -1.286563], [4.565295, 1.085023, 1.462292], [3.083198, 0.656726, -2.036509], [4.102071, 2.235283, 0.157133], [-2.803776, 0.093649, 0.191229], [-3.679696, 1.609385, 0.509210], [-3.252984, -0.526859, -1.411657], [-2.543159, -1.902428, 1.489005], [-4.248647, -1.400543, 1.373834], [-3.148168, -0.518411, 2.476205], [-3.218646, -1.035562, 1.506783], [-2.984786, -1.590247, -1.472261], [-4.331767, -0.403351, -1.571072], [-4.742124, 1.457021, 0.274208], [-3.282583, 2.418803, -0.111460], [-2.699668, 0.041440, -2.172320], [-3.556406, 1.890019, 1.560018], [1.150066, 2.850557, -0.886382], [1.473495, 3.933057, -1.037618], [-0.228826, 2.443821, 1.577601], [-0.208873, 0.844445, 3.400921], [-2.186231, 1.097267, 3.630143], [1.780220, 1.143336, 3.356889], [-0.136527, 2.507165, 4.258712], [0.056896, -0.124289, 5.047824], [-1.268325, 0.307410, 0.171927]],
  "atomic_forces_ev_per_a": [[-0.10, 0.17, -0.12], [-0.81, 3.01, -0.38], [0.05, -0.11, 0.36], [0.28, -0.13, 0.11], [-0.22, -0.19, 0.02], [0.67, -1.89, -0.46], [0.24, -0.70, 0.58], [-3.05, 0.22, -0.31], [3.12, -1.50, 1.00], [-0.83, 0.46, -0.14], [-0.56, -0.09, -0.12], [-0.45, 0.08, -0.15], [-0.43, 0.06, 0.16], [0.13, 0.30, 0.24], [0.14, 0.26, -0.02], [0.36, -0.05, -0.02], [0.30, -0.15, -0.32], [-0.95, 0.09, -0.18], [-0.29, 0.09, -0.18], [0.19, -0.22, 0.00], [-0.05, -0.07, 0.23], [-0.52, 0.14, 0.07], [0.08, 0.26, -0.01], [-0.10, -0.17, -0.15], [-0.19, 0.19, -0.03], [0.26, 0.14, 0.02], [-0.04, -0.16, -0.36], [-0.03, -0.36, 0.12], [-0.05, 0.28, -0.11], [0.23, -0.10, 0.04], [0.24, 0.09, 0.14], [-0.14, -0.12, -0.02], [-0.17, -0.22, 0.18], [-0.09, -0.06, -0.10], [0.45, 3.91, -0.35], [-0.85, -3.35, 0.19], [0.86, -0.84, -0.83], [-0.31, 1.10, 4.20], [1.82, -0.45, -0.29], [-1.10, -0.37, -0.56], [-0.16, -1.29, -0.68], [-0.54, 1.04, -1.98], [2.59, 0.70, 0.20]],
  "de_lowest_kcal_mol": 0.0,
  "orbital_gap_ha": 0.2748,
  "total_charge": 2,
  "e_homo_ev": -15.38,
  "multiplicity": 1,
  "max_force_ev_per_a": 4.35,
  "energy_ev": -115739.1971
}

3.
{
  "formula": "C9H21IIrNOP2S",
  "method": "ωB97M-V with the def2-TZVPD basis set",
  "species": ["C", "I", "H", "H", "H", "Ir", "P", "C", "C", "H", "H", "H", "H", "H", "H", "C", "H", "H", "H", "P", "C", "C", "H", "H", "H", "C", "H", "H", "H", "H", "H", "H", "C", "O", "S", "C", "N"],
  "positions_angstrom": [[-0.202640, -0.014726, -5.757092], [-0.589761, 0.070348, -3.667940], [0.877346, 0.089353, -5.892287], [-0.737836, 0.802338, -6.250144], [-0.549544, -0.984237, -6.127307], [-0.091747, -0.043495, -0.052137], [0.159992, 2.271212, -0.207342], [-1.417981, 3.154652, -0.486213], [0.806237, 3.074389, 1.327929], [0.912954, 4.155055, 1.151810], [1.338372, 3.935010, -1.489341], [1.776983, 2.634459, 1.600822], [2.260507, 2.386726, -1.359863], [-2.114789, 2.922947, 0.334335], [0.111694, 2.920447, 2.170256], [1.268806, 2.833551, -1.519134], [-1.232306, 4.243457, -0.518736], [0.880410, 2.507510, -2.494227], [-1.868801, 2.829693, -1.435349], [0.186043, -2.282565, 0.170519], [-1.378158, -3.224024, -0.012953], [1.305501, -3.016761, -1.070268], [1.804783, -2.356178, 1.972650], [0.986471, -3.948393, 1.724491], [0.134194, -2.594261, 2.575575], [0.844924, -2.854234, 1.779801], [2.294489, -2.539249, -0.997270], [1.418972, -4.104821, -0.908690], [-1.200239, -4.309051, 0.104728], [-1.836652, -3.039275, -0.997451], [0.921132, -2.849341, -2.087169], [-2.080360, -2.883569, 0.765084], [-1.883962, -0.084854, -0.423026], [-3.040588, -0.045180, -0.627858], [-0.064221, 0.527851, 2.346132], [-0.008255, 0.040866, 3.926932], [0.008227, -0.225551, 5.089931]],
  "atomic_forces_ev_per_a": [[0.45, -0.37, -0.67], [-0.22, 0.10, 0.06], [-0.30, 0.03, 0.10], [0.01, -0.09, 0.38], [0.01, 0.28, 0.23], [1.85, 0.88, 1.63], [0.47, 2.02, -0.55], [-0.03, -0.21, 0.00], [0.04, 0.10, -0.03], [0.07, -0.33, -0.09], [0.03, -0.44, -0.10], [-0.22, 0.23, -0.11], [-0.24, 0.21, -0.09], [0.18, 0.14, -0.27], [0.26, 0.33, -0.53], [0.16, 0.22, -0.02], [-0.04, -0.46, 0.01], [0.14, 0.17, 0.29], [0.09, 0.15, 0.25], [0.70, -2.96, -0.63], [-0.13, 0.18, 0.07], [0.22, -0.09, -0.02], [-0.20, -0.23, 0.01], [-0.08, 0.48, 0.10], [0.20, -0.20, -0.16], [0.03, 0.25, -0.15], [-0.29, -0.18, 0.01], [-0.10, 0.48, -0.04], [0.02, 0.52, -0.02], [0.21, -0.06, 0.31], [0.02, -0.03, 0.31], [0.17, -0.21, -0.25], [-7.29, 0.26, -0.82], [4.31, -0.24, 0.55], [-0.38, -0.81, 1.20], [-0.16, -0.54, 1.29], [0.03, 0.44, -2.22]],
  "orbital_gap_ha": [0.2715, 0.1218],
  "total_charge": 2,
  "e_homo_ev": [-14.42, -15.47],
  "multiplicity": 5,
  "max_force_ev_per_a": 7.34,
  "energy_ev": -53543.9131
}

Question: multiplicity of number 3 (C9H21IIrNOP2S)?
Answer: 5